Record 1
137
Properties=species:S:1:pos:R:3 method="wB97M-V/def2-TZVPD" lumo_energy_ev=-1.2 homo_energy_ha=-0.22843 relative_energy_ev=0.401 homo_lumo_gap_ev=5.03 total_energy_ev=-121725.429
Bi 0.437 0.073 0.832
C 0.628 7.548 4.314
C 0.405 7.383 2.956
C 0.419 6.115 2.393
C 0.684 4.993 3.175
C 0.881 5.172 4.546
C 0.851 6.434 5.112
C 0.680 3.627 2.587
C -0.316 2.814 3.036
C -1.334 3.307 3.971
C -2.274 2.361 4.059
C -1.868 1.270 3.175
N -0.680 1.538 2.613
C -2.754 0.190 2.931
C -2.483 -0.989 2.255
C -3.535 -1.941 1.891
C -2.940 -2.943 1.228
C -1.509 -2.648 1.217
C -0.534 -3.477 0.705
C -0.904 -4.718 -0.023
C -1.741 -5.693 0.518
C -2.113 -6.802 -0.228
C -1.645 -6.963 -1.523
C -0.783 -6.018 -2.061
C -0.409 -4.913 -1.316
C 0.858 -3.192 0.817
N 1.429 -2.016 1.133
C 2.798 -2.223 1.122
C 3.772 -1.272 1.218
C 5.163 -1.706 0.896
C 6.046 -2.152 1.870
C 7.352 -2.480 1.530
C 7.781 -2.362 0.217
C 6.894 -1.935 -0.763
C 5.589 -1.612 -0.428
C 3.592 0.126 1.461
C 4.662 0.981 1.365
C 4.219 2.313 1.649
C 2.702 2.165 1.897
N 2.407 0.774 1.757
C 3.067 -3.610 0.849
C 1.870 -4.207 0.655
N -1.278 -1.449 1.834
C -4.157 0.359 3.430
C -4.638 -0.409 4.488
C -5.945 -0.268 4.930
C -6.795 0.639 4.316
C -6.326 1.416 3.266
C -5.016 1.279 2.833
H 0.613 8.538 4.751
H 0.208 8.246 2.333
H 0.197 5.992 1.340
H 1.077 4.301 5.158
H 1.008 6.551 6.177
H -1.321 4.269 4.451
H -3.169 2.371 4.658
H -4.584 -1.818 2.104
H -3.405 -3.809 0.787
H -2.085 -5.588 1.539
H -2.769 -7.546 0.207
H -1.939 -7.828 -2.104
H -0.402 -6.143 -3.068
H 0.268 -4.176 -1.732
H 5.713 -2.235 2.898
H 8.039 -2.815 2.296
H 8.805 -2.600 -0.042
H 7.223 -1.840 -1.791
H 4.888 -1.261 -1.177
H 5.660 0.712 1.066
H 4.722 3.169 1.227
H 4.045 -4.060 0.824
H 1.674 -5.247 0.457
H -3.971 -1.116 4.967
H -6.303 -0.871 5.755
H -7.817 0.749 4.658
H -6.982 2.129 2.781
H -4.650 1.892 2.020
C -0.177 -1.566 -7.160
C 0.303 -2.665 -6.211
C -0.269 -4.038 -6.539
C -1.781 -4.057 -6.347
C -2.144 -3.527 -4.983
C -3.339 -3.876 -4.391
C -3.655 -3.400 -3.125
F -4.830 -3.771 -2.577
C -2.809 -2.583 -2.430
C -1.588 -2.221 -3.005
C -0.670 -1.374 -2.214
O -1.034 -1.003 -1.089
C 0.574 -1.053 -2.865
C 0.794 -1.523 -4.123
N -0.040 -2.314 -4.829
C -1.256 -2.686 -4.285
C 1.719 -0.200 -2.305
O 2.451 0.331 -3.144
O 1.900 -0.168 -1.045
H 0.006 -1.849 -8.197
H 0.359 -0.640 -6.953
H -1.244 -1.379 -7.027
H 1.392 -2.719 -6.264
H 0.188 -4.775 -5.873
H -0.004 -4.303 -7.563
H -2.158 -5.075 -6.451
H -2.266 -3.457 -7.122
H -4.038 -4.524 -4.905
H -3.046 -2.218 -1.440
H 1.716 -1.235 -4.614
N 2.001 4.501 -0.450
C 2.436 4.412 0.868
C 3.359 5.196 1.447
C 3.807 5.052 2.810
C 3.795 3.919 3.540
C 3.615 2.558 3.052
C 1.657 3.241 1.449
N 0.868 2.738 0.313
C 1.119 3.482 -0.704
C 0.511 3.363 -2.024
C 0.382 4.391 -2.916
S -0.377 3.841 -4.342
C -0.475 2.260 -3.634
N 0.007 2.171 -2.450
H 2.423 5.095 -1.140
H 3.748 6.034 0.876
H 4.139 5.966 3.293
H 4.058 3.999 4.589
H 3.788 1.770 3.775
H 0.656 5.428 -2.802
H -0.921 1.439 -4.176
C -2.917 3.077 -0.276
S -2.794 1.463 -1.092
C -4.531 0.945 -0.964
H -3.217 2.960 0.764
H -3.621 3.717 -0.808
H -1.919 3.512 -0.299
H -5.178 1.749 -1.313
H -4.780 0.669 0.060
H -4.644 0.077 -1.612

---

Record 2
21
Properties=species:S:1:pos:R:3 method="wB97M-V/def2-TZVPD" lumo_energy_ev=0.7 homo_energy_ha=-0.29545 relative_energy_ev=3.410 homo_lumo_gap_ev=8.72 total_energy_ev=-8389.209
H -0.179 -1.378 -0.631
N -0.932 -0.623 -0.382
C -0.316 -0.852 0.769
C -0.689 -2.053 1.609
C 0.761 0.090 1.290
C 0.502 1.515 0.831
N -0.854 1.960 1.211
H -1.151 -1.651 2.515
H -1.493 -2.560 1.087
H 0.151 -2.662 1.908
H 1.687 -0.217 0.804
H 0.814 0.060 2.372
H 0.609 1.558 -0.252
H 1.184 2.233 1.290
H -1.540 1.432 0.692
H -0.941 2.921 0.889
C 0.486 0.046 -3.200
H -0.477 0.374 -2.860
H 0.411 -0.342 -4.213
H 1.151 0.905 -3.173
H 0.815 -0.755 -2.555

---

Record 3
78
Properties=species:S:1:pos:R:3 method="wB97M-V/def2-TZVPD" lumo_energy_ev=0.0 homo_energy_ha=-0.35723 relative_energy_ev=2.565 homo_lumo_gap_ev=9.70 total_energy_ev=-41951.038
C -3.657 -2.832 -3.562
C -2.387 -2.102 -3.037
O -2.281 -2.393 -1.690
H -4.146 -2.268 -4.357
H -4.388 -2.804 -2.755
H -3.346 -3.821 -3.899
H -2.418 -1.034 -3.257
H -1.528 -2.481 -3.592
H -1.723 -3.170 -1.620
C 2.169 -1.334 -3.485
C 1.969 -2.666 -4.173
O 0.868 -2.660 -5.003
H 3.085 -1.251 -2.901
H 1.316 -1.021 -2.883
H 2.261 -0.581 -4.268
H 1.748 -3.317 -3.328
H 2.935 -2.906 -4.618
H 1.136 -2.189 -5.795
C 0.868 5.022 4.432
C 0.395 3.607 4.061
O 0.926 3.210 2.820
H 0.431 5.315 5.387
H 0.467 5.713 3.690
H 1.947 5.166 4.486
H -0.685 3.472 4.121
H 0.785 2.937 4.827
H 0.602 2.320 2.663
C -0.526 -3.120 1.653
C -0.007 -4.375 2.368
O -0.461 -4.085 3.694
H -1.533 -2.815 1.935
H -0.498 -3.276 0.574
H 0.146 -2.270 1.772
H 1.060 -4.584 2.437
H -0.557 -5.233 1.981
H -0.489 -4.907 4.189
C 0.381 1.545 -0.020
C -0.165 0.223 -0.462
O -1.230 0.497 -1.342
H 0.986 2.058 -0.767
H 1.087 1.309 0.776
H -0.364 2.234 0.378
H -0.401 -0.418 0.387
H 0.616 -0.430 -0.852
H -1.892 -0.186 -1.210
C 3.250 -2.160 0.461
C 3.144 -3.672 0.115
O 4.096 -4.341 0.906
H 2.973 -1.901 1.483
H 2.590 -1.598 -0.199
H 4.276 -1.886 0.212
H 3.391 -3.900 -0.922
H 2.109 -3.963 0.297
H 4.304 -5.218 0.576
O 3.723 3.602 1.921
H 2.806 3.335 1.982
H 3.980 3.786 2.825
O -0.287 5.363 1.301
H -1.165 4.985 1.330
H 0.285 4.666 1.621
O 0.790 4.314 -2.855
H 0.865 5.184 -2.463
H 1.668 3.939 -2.777
O -0.364 0.816 3.014
H -1.314 0.819 2.896
H -0.184 0.008 3.493
O -4.138 -0.640 -0.423
H -5.035 -0.966 -0.358
H -3.596 -1.429 -0.446
O -3.106 1.833 0.285
H -2.481 1.912 -0.435
H -3.497 0.967 0.171
O -1.546 2.177 -3.503
H -1.441 1.483 -2.851
H -0.969 2.879 -3.202
O -2.622 4.118 1.839
H -3.157 4.044 2.630
H -2.846 3.344 1.324

---

Record 4
115
Properties=species:S:1:pos:R:3 method="wB97M-V/def2-TZVPD" lumo_energy_ev=-0.3 homo_energy_ha=-0.26185 relative_energy_ev=0.000 homo_lumo_gap_ev=6.79 total_energy_ev=-120798.707
Ca -1.716 0.080 -0.377
C -4.951 -0.438 4.848
C -5.929 -0.535 3.685
N -5.546 0.265 2.540
C -4.570 -0.078 1.664
S -4.309 1.023 0.355
N -3.966 -1.223 1.928
N -3.058 -1.597 0.993
C -2.562 -2.779 1.112
C -2.896 -3.697 2.251
C -1.683 -3.242 0.012
C -1.107 -4.512 0.032
C -0.390 -4.951 -1.067
C -0.233 -4.107 -2.151
C -0.798 -2.846 -2.070
N -1.511 -2.421 -1.036
H -5.269 -1.075 5.675
H -4.886 0.590 5.210
H -3.964 -0.760 4.513
H -6.922 -0.204 3.993
H -6.013 -1.574 3.362
H -5.950 1.174 2.403
H -2.132 -3.627 3.032
H -2.967 -4.737 1.936
H -3.841 -3.387 2.688
H -1.227 -5.154 0.891
H 0.046 -5.942 -1.070
H 0.327 -4.401 -3.028
H -0.675 -2.141 -2.884
C -1.433 0.538 5.620
N -0.790 -0.403 4.727
C -0.128 -1.565 5.092
C 0.399 -2.095 3.971
N 0.041 -1.259 2.931
C -0.685 -0.210 3.389
S -1.319 1.067 2.508
H -1.429 0.121 6.624
H -2.455 0.717 5.295
H -0.897 1.486 5.609
H -0.095 -1.905 6.111
H 0.990 -2.979 3.824
H 0.424 -1.269 1.994
C 0.104 6.677 -0.925
C -0.348 5.251 -0.805
C -1.467 4.902 -0.060
C -1.867 3.577 0.001
N -1.217 2.595 -0.626
C -0.130 2.925 -1.325
C 0.331 4.222 -1.448
H -0.254 7.278 -0.091
H -0.283 7.119 -1.846
H 1.192 6.742 -0.960
H -2.030 5.655 0.477
H -2.740 3.278 0.571
H 0.409 2.096 -1.771
H 1.223 4.424 -2.028
N -2.195 2.073 -7.543
C -2.712 2.721 -6.485
S -3.388 4.212 -6.584
C -2.593 1.983 -5.194
C -1.453 1.246 -4.890
C -1.387 0.598 -3.668
N -2.371 0.630 -2.773
C -3.469 1.330 -3.070
C -3.617 2.026 -4.257
H -2.255 2.508 -8.448
H -1.916 1.110 -7.480
H -0.606 1.209 -5.562
H -0.497 0.053 -3.378
H -4.249 1.329 -2.318
H -4.509 2.602 -4.455
C 2.469 0.858 3.376
C 2.749 1.031 1.888
C 4.237 1.289 1.667
C 1.914 2.180 1.332
O 2.388 -0.209 1.261
Si 1.975 -0.525 -0.314
O 0.472 -0.194 -0.657
O 2.250 -2.148 -0.511
C 3.215 -3.029 0.061
C 4.601 -2.397 0.138
C 3.265 -4.257 -0.838
C 2.743 -3.417 1.459
O 3.099 0.319 -1.194
C 3.421 0.365 -2.574
C 2.177 0.202 -3.439
C 4.052 1.732 -2.817
C 4.419 -0.743 -2.897
H 2.829 1.726 3.932
H 2.977 -0.033 3.753
H 1.396 0.762 3.549
H 4.527 2.235 2.130
H 4.457 1.334 0.601
H 4.832 0.494 2.119
H 2.139 3.102 1.872
H 0.851 1.958 1.443
H 2.138 2.336 0.276
H 4.964 -2.141 -0.857
H 5.303 -3.103 0.588
H 4.578 -1.495 0.744
H 3.554 -3.968 -1.851
H 2.286 -4.730 -0.882
H 3.991 -4.981 -0.463
H 2.764 -2.536 2.103
H 3.390 -4.183 1.893
H 1.723 -3.809 1.405
H 1.468 1.002 -3.225
H 1.694 -0.756 -3.229
H 2.444 0.241 -4.497
H 3.338 2.520 -2.570
H 4.354 1.845 -3.860
H 4.930 1.854 -2.182
H 3.978 -1.718 -2.683
H 5.320 -0.625 -2.293
H 4.701 -0.709 -3.951